[1]
Entry from OMol25: C22H22FN3O4 in the gas phase (ωB97M-V/def2-TZVPD).

Structure (XYZ):
```
52
Properties=species:S:1:pos:R:3:forces:R:3
F -3.377897 -2.514438 0.485871 -0.127 0.186 -0.112
O 2.372217 2.129115 2.239594 0.071 -0.044 0.130
O 4.626403 -2.004398 1.302545 -0.332 0.128 -0.021
O 0.655954 1.516306 -1.934692 -0.026 0.002 -0.082
O 5.955644 -1.778038 -1.212061 -0.066 0.358 -0.103
N 1.753099 1.627250 0.083927 0.361 -0.291 -0.131
N -1.544482 2.087204 0.137587 0.111 0.091 -0.056
N -3.663494 0.221992 -0.042921 0.348 0.019 -0.178
C -5.655647 -2.895773 0.143441 0.126 0.089 0.033
C -2.780086 0.251144 1.105170 0.292 -0.095 0.235
C 3.204558 -0.224351 0.669257 0.106 -0.073 -0.148
C -3.779837 1.531548 -0.641720 0.151 0.112 -0.231
C -4.604980 -2.006156 0.194789 -0.045 -0.109 0.078
C 5.897770 -2.567153 1.064695 0.411 -0.166 -0.364
C -4.753522 -0.634007 -0.053726 -0.264 -0.292 -0.002
C -7.105685 -1.100388 -0.453562 -0.145 -0.103 -0.023
C 0.738671 1.926999 -0.807260 -0.311 0.166 -0.078
C -6.047052 -0.214145 -0.384170 0.174 0.034 0.102
C 4.554239 0.059306 -1.737828 0.062 -0.150 0.188
C 4.266847 -1.066801 0.372755 0.054 0.122 -0.172
C -2.390646 2.031744 -1.040620 -0.332 -0.021 -0.093
C -0.288190 2.791733 -0.073362 -0.197 0.191 0.064
C 1.620697 2.258522 1.313177 -0.197 0.427 0.229
C -1.401289 0.742945 0.675230 -0.259 -0.053 0.239
C 3.516526 0.915395 -1.431307 -0.024 0.011 0.087
C 2.833420 0.760207 -0.231472 0.302 -0.257 -0.044
C 0.397366 3.147224 1.243153 -0.016 -0.024 -0.039
C 4.933749 -0.940654 -0.851244 -0.134 -0.017 0.072
C 6.041200 -2.936176 -0.410919 -0.072 -0.266 0.501
C -6.922492 -2.444516 -0.185749 -0.023 0.061 -0.019
H -2.482105 3.036425 -1.459329 0.018 -0.018 -0.015
H -0.249296 2.985662 2.104585 0.036 -0.020 -0.012
H -2.690169 -0.738372 1.545763 -0.051 0.049 -0.043
H -4.230026 2.255690 0.056160 -0.054 -0.005 -0.069
H -8.086845 -0.729619 -0.709989 -0.076 0.036 -0.024
H 5.244339 -3.640543 -0.686142 0.102 0.053 0.003
H 0.726611 4.186812 1.268846 0.041 -0.035 0.008
H -5.463213 -3.937684 0.346597 0.063 -0.094 0.023
H -4.393719 1.464818 -1.540840 -0.006 0.027 0.054
H 5.090777 0.146458 -2.668493 0.062 0.001 -0.128
H 7.014396 -3.383929 -0.616798 -0.097 -0.007 0.059
H -7.748705 -3.135617 -0.234635 -0.077 -0.070 -0.005
H 5.971345 -3.447837 1.704039 0.048 0.065 -0.076
H -1.971139 1.365621 -1.809680 -0.063 0.079 0.007
H -0.739142 0.758828 1.542727 0.001 -0.009 0.041
H 6.682017 -1.847018 1.335299 -0.077 -0.084 0.009
H 2.699701 -0.344200 1.612990 -0.048 0.008 0.115
H -3.177607 0.941785 1.867244 0.056 -0.061 -0.002
H -6.232500 0.830521 -0.575616 0.033 0.111 -0.013
H -0.513446 3.677750 -0.673972 0.098 -0.127 0.025
H 3.225882 1.686355 -2.125368 -0.035 0.052 -0.060
H -0.991538 0.043710 -0.071325 0.024 0.009 0.043
```
Forces are in eV/Å.

Summary:
HOMO in Eh: -0.29504
Orbital gap in eV: 8.8


[2]
Entry from OMol25: a molecular structure, C22H22N2O4 at a distorted geometry (ωB97M-V/def2-TZVPD).

Structure (XYZ):
```
50
Properties=species:S:1:pos:R:3:forces:R:3
O -2.239987 1.478668 -1.995834 1.403 -0.539 4.007
O -1.108838 -0.224292 -1.582019 4.237 -6.585 2.102
O 5.490250 -2.242877 -3.897868 -9.068 0.524 0.584
O 0.874016 1.692108 -1.517000 0.720 0.146 -0.662
N -1.992981 0.584702 2.427599 1.258 -7.174 4.483
N -2.825649 1.491448 2.361791 -2.200 7.050 -5.191
C -1.614838 0.134647 1.271539 6.807 -8.495 2.485
C -0.502724 -0.282854 -2.807589 3.637 -13.799 3.233
C -0.673990 -0.364142 4.283756 0.296 -1.497 -3.926
C -2.983387 -0.179253 5.854188 4.715 -6.657 15.675
C -1.630141 -0.940288 6.513326 -0.819 5.393 -10.036
C 3.345493 -3.483246 -4.737032 -6.037 9.264 6.920
C 3.263329 -1.120868 -3.454140 -4.852 -4.923 -0.849
C 3.840790 -0.148617 -2.835660 -4.832 3.613 1.331
C -2.651355 1.866519 0.984055 -3.543 0.704 0.597
C 1.039598 -0.393728 -2.869921 -2.114 1.076 2.348
C 2.910709 0.809045 -2.305788 10.243 4.619 2.864
C -0.647616 -1.374572 1.384072 -2.523 5.199 -1.816
C -1.887771 0.921858 0.256357 -1.427 1.921 3.911
C -1.665129 0.746086 -1.063917 -5.380 6.658 -8.755
C 1.544342 2.942847 -1.014628 -4.116 -3.295 3.301
C -0.485949 -0.787307 5.516567 -5.884 -1.982 8.050
C 1.730614 -1.433579 -3.415895 7.052 12.766 5.281
C -3.512189 2.887652 0.267442 12.526 7.459 8.340
C 1.656694 0.794922 -2.188794 -5.407 -2.149 -0.850
C -3.028056 0.116700 4.709007 -0.722 2.579 -15.644
C 4.024728 -2.201132 -3.885574 9.282 -4.764 -4.484
C -1.944693 -0.250910 3.796430 0.127 5.516 -1.526
H -3.697173 3.614601 1.111335 -1.203 -0.777 -0.992
H 2.267454 2.564833 -0.268055 -0.724 0.730 0.362
H 0.288308 -1.341531 5.856996 3.209 -0.869 0.627
H -1.577155 -1.161368 7.482198 0.288 -1.204 3.640
H 0.214249 -0.573703 3.668160 -0.647 0.948 -0.329
H -0.833459 -1.614600 0.402891 -0.901 -1.667 -2.289
H 4.824318 -0.111331 -2.729025 4.111 0.480 0.384
H 0.594011 3.523546 -0.637973 2.487 -0.810 -0.678
H 2.108197 3.299510 -1.751823 1.712 2.234 -3.209
H 1.439498 -2.179744 -3.823534 -4.080 -9.063 -4.866
H -4.168112 2.555946 -0.251583 -8.075 -3.661 -6.591
H -1.086062 -2.041445 2.062837 0.166 -0.713 1.112
H -0.693199 0.434197 -3.283466 -3.575 10.284 -7.452
H -3.799290 -0.171540 6.509712 -1.030 0.513 0.971
H 3.894771 -4.154397 -4.958442 7.992 -8.058 -2.782
H -3.922120 0.578152 4.192321 1.046 -0.544 0.812
H 3.517487 1.763687 -1.691518 -1.686 -2.806 -1.912
H 2.726985 -3.245313 -5.529120 -0.951 1.311 -1.855
H -2.625810 3.624011 -0.253194 -2.804 -2.231 0.424
H 2.624543 -3.935091 -4.040355 0.112 0.001 0.174
H -0.780216 -1.383146 -3.340523 -0.163 3.245 1.262
H 0.357505 -1.084808 1.217692 1.334 0.028 1.413
```
Forces are in eV/Å.

Summary:
HOMO in Eh: -0.31439
Orbital gap in eV: 8.0


[3]
Entry from OMol25: C22H22N4O2S in the gas phase at a distorted geometry (ωB97M-V/def2-TZVPD).

Structure (XYZ):
```
51
Properties=species:S:1:pos:R:3:forces:R:3
S -0.926904 0.862267 -0.979412 -0.159 0.172 0.218
O 2.246276 1.630749 1.078075 0.069 0.046 0.080
O 2.918594 -1.569843 0.765015 0.076 -0.110 0.242
N -2.307079 1.311790 1.361148 1.543 -0.375 1.316
N -0.003503 1.468470 1.374788 -0.033 0.041 0.666
N 3.750237 -0.168687 -0.835555 0.159 0.188 -0.387
N -3.515424 1.269287 0.850738 -1.462 0.631 -1.204
C 7.838962 0.212018 0.042911 0.018 -0.036 -0.001
C -5.683467 -2.114091 -0.269169 0.056 -0.107 0.171
C 1.384546 -0.647705 -0.822261 0.143 -0.142 0.263
C -7.420618 1.806749 -0.394494 0.002 0.054 -0.005
C -1.211201 1.222713 0.753371 -0.639 -0.138 -0.918
C -4.696569 -2.218697 0.887704 0.068 -0.089 -0.203
C 5.907645 0.756066 -1.290325 -0.113 -0.055 0.060
C -6.132643 1.638021 0.067511 0.007 -0.078 0.013
C 1.147350 1.354491 0.668412 0.107 0.136 -0.277
C -4.178361 0.212916 0.581750 1.165 -0.271 0.389
C -5.549384 0.369415 0.110697 -0.747 0.163 -0.295
C -6.288217 -0.741495 -0.314380 0.124 0.147 0.032
C 5.681104 -0.747814 0.565616 -0.162 -0.105 0.126
C -7.582862 -0.554045 -0.777008 -0.102 0.080 -0.036
C -3.603950 -1.173262 0.712745 -0.017 -0.039 0.226
C 0.877751 0.795984 -0.726211 -0.225 -0.038 -0.180
C -8.149439 0.706702 -0.821527 -0.030 -0.082 -0.027
C 9.296846 0.364047 0.354411 -0.029 0.034 0.065
C 7.029880 -0.602780 0.826051 0.066 0.168 -0.202
C 2.768975 -0.842033 -0.188595 -0.493 -0.068 -0.473
C 7.255382 0.890157 -1.018828 -0.021 -0.062 0.072
C 5.107524 -0.064473 -0.500898 0.306 0.006 0.078
H 9.428199 1.004099 1.227203 0.103 0.037 0.038
H -9.159340 0.831316 -1.183444 -0.086 0.007 -0.026
H -7.861089 2.792212 -0.422803 -0.026 0.084 0.005
H -2.905910 -1.190755 1.554983 0.040 0.045 -0.106
H -8.153858 -1.411583 -1.104496 -0.049 -0.090 -0.018
H -6.470944 -2.864082 -0.172779 0.008 0.022 -0.072
H 7.860709 1.532266 -1.642665 0.061 0.052 -0.059
H 5.069043 -1.381065 1.184439 -0.023 -0.023 0.008
H 3.474722 0.423525 -1.606469 -0.064 -0.145 0.171
H 7.464701 -1.136707 1.658608 0.035 -0.073 0.091
H 9.744344 -0.601940 0.580243 0.098 -0.030 0.004
H 1.350508 1.436779 -1.474304 0.022 0.011 0.204
H 1.406670 -0.963169 -1.867669 -0.040 -0.002 0.021
H 0.700049 -1.303579 -0.279739 0.131 0.051 -0.064
H -3.030435 -1.388296 -0.196470 0.040 -0.032 0.052
H -5.221860 -2.045471 1.829904 -0.007 -0.050 0.025
H 0.004318 1.775863 2.337372 0.043 -0.020 -0.054
H -5.158027 -2.305923 -1.211115 -0.007 -0.088 -0.001
H -4.255458 -3.216569 0.923182 -0.020 0.023 0.059
H 5.470991 1.294443 -2.120952 -0.052 0.050 -0.088
H -5.548397 2.479351 0.405247 0.027 0.080 0.024
H 9.829599 0.812370 -0.480578 0.089 0.016 -0.025
```
Forces are in eV/Å.

Summary:
HOMO in Eh: -0.30315
Orbital gap in eV: 8.5


[4]
Entry from OMol25: a molecular structure, C22H22N7OS3V (ωB97M-V/def2-TZVPD).

Structure (XYZ):
```
56
Properties=species:S:1:pos:R:3:forces:R:3
V 1.182852 -0.695737 -0.866182 0.253 -0.379 0.355
S -1.334849 2.088604 -3.223936 -0.078 0.016 0.000
S -0.119742 -1.786978 -2.528211 -0.075 -0.173 -0.264
S 1.914487 -3.047302 -0.837715 -0.086 -0.157 -0.080
O 2.881163 -0.363601 0.474010 -0.207 -0.316 -0.105
N -0.290063 -1.202567 0.757414 0.323 -0.012 0.017
N -2.020152 -4.765253 -3.718280 -0.060 -0.025 -0.051
N 5.108072 -0.162780 0.493292 -0.064 -0.012 -0.092
N 1.098377 -6.671053 -1.321869 -0.013 -0.029 0.026
N -2.570802 0.415852 -1.606593 0.225 -0.302 -0.014
N -2.690507 2.655922 -1.034737 -0.075 0.268 -0.034
N 0.605197 1.109382 -0.163793 0.012 0.593 0.229
C 1.069969 2.311880 -0.598860 -0.035 0.051 -0.159
C -1.081454 -4.637169 -3.061091 -0.091 0.019 -0.055
C -0.954004 0.898980 3.738071 0.083 0.139 -0.104
C 0.572909 -3.254298 -1.899885 -0.001 0.096 0.005
C 2.666962 -0.066795 -2.274744 0.009 0.167 -0.114
C 0.061388 -4.497831 -2.231221 0.017 -0.020 0.054
C 3.860373 0.516393 -1.519979 0.137 -0.033 0.064
C -1.484937 -1.499755 3.254781 0.056 0.195 0.003
C 1.109162 3.443619 0.174515 0.037 0.014 -0.106
C 0.145782 2.210139 1.987753 -0.175 -0.037 -0.002
C -2.253150 1.683469 -1.868909 0.198 0.041 -0.144
C 0.134496 1.085420 1.135559 -0.122 -0.058 0.223
C -0.377983 -0.142077 1.609012 -0.043 0.084 -0.065
C -2.955652 2.525716 0.386105 0.103 0.010 0.241
C -0.415665 2.066027 3.306225 -0.082 -0.195 0.057
C -0.955743 -0.257850 2.892220 -0.112 -0.100 0.130
C -0.799947 -2.362745 1.133613 -0.054 0.015 -0.015
C 3.913595 -0.052356 -0.127767 0.150 0.149 -0.002
C -3.478008 -0.110394 -0.613705 -0.252 -0.119 0.023
C 0.639152 -5.691869 -1.722791 0.088 -0.094 0.005
C 0.647511 3.415186 1.504314 0.019 -0.068 -0.098
C -1.423915 -2.558058 2.368729 0.054 0.043 -0.120
H -1.820025 -3.532027 2.617813 -0.009 0.005 -0.004
H 2.295920 0.653327 -3.011092 0.015 0.010 0.012
H -2.369567 3.557209 -1.346114 -0.016 0.008 0.005
H 1.487059 4.359734 -0.259870 -0.001 -0.010 -0.021
H -1.383969 0.818949 4.729074 -0.009 0.011 0.025
H 5.952873 -0.069398 -0.039803 0.003 0.015 0.024
H -2.992577 -0.304214 0.347600 -0.067 -0.036 -0.049
H 1.387646 2.319794 -1.632953 0.024 0.071 0.031
H 4.841354 0.390348 -2.001376 -0.048 0.023 0.006
H -2.449209 1.654834 0.805931 -0.054 0.201 -0.020
H -0.410856 2.937813 3.950055 -0.005 0.004 0.029
H 0.667137 4.296272 2.131297 0.000 0.021 0.027
H -4.319896 0.569562 -0.465265 0.095 -0.150 -0.032
H -2.069327 -0.264339 -2.162943 -0.054 0.007 -0.016
H -1.935440 -1.621423 4.233138 -0.010 0.009 0.017
H -3.867731 -1.053989 -0.993111 -0.002 -0.007 0.022
H 2.988352 -0.952563 -2.833789 -0.079 0.038 0.052
H -4.024475 2.460727 0.605446 0.054 0.022 0.038
H -0.705155 -3.178010 0.426057 0.040 -0.007 0.007
H -2.548704 3.402377 0.887944 -0.011 0.007 0.031
H 5.137973 -0.640866 1.377960 0.001 0.012 0.010
H 3.733742 1.595742 -1.361343 -0.005 -0.027 -0.002
```
Forces are in eV/Å.

Summary:
Spin multiplicity: 4
⟨S²⟩: 3.80
HOMO (alpha / beta) in Eh: -0.10991 / -0.17700
Orbital gap (alpha / beta) in eV: 5.2 / 7.0
Total charge: -1